1.
Below is a molecular structure, C24H18Br12F2O8 at a distorted geometry, with properties calculated with the ωB97M-V functional and the def2-TZVPD basis.

```
64
Properties=species:S:1:pos:R:3:forces:R:3
C -30.49921 -12.97543 -9.69180 0.6 0.4 -0.5
C -29.28504 -12.97163 -10.66603 -1.8 0.3 0.7
O -29.34124 -14.27342 -11.16101 0.3 -0.7 -0.5
C -29.94771 -15.08256 -10.22950 -0.3 1.1 0.7
O -30.15983 -16.23632 -10.27409 0.5 -0.6 -0.6
O -30.33046 -14.29331 -9.19892 -1.0 -0.2 0.5
F -28.16014 -12.80596 -9.92620 0.6 0.2 -0.1
H -31.46661 -12.83325 -10.18284 0.1 -0.4 -0.4
H -30.53945 -12.22951 -8.90364 0.8 -0.2 0.3
H -29.32483 -12.25938 -11.48261 0.2 0.0 -0.1
C -27.68946 -5.64993 -9.79912 0.1 -0.5 1.2
C -29.05632 -6.33211 -10.00707 1.3 1.4 -0.7
O -29.68424 -5.35289 -10.80119 -1.6 -1.7 -0.3
C -29.14596 -4.15434 -10.63606 1.3 1.1 -0.1
O -29.62605 -3.11509 -10.93683 -0.4 0.0 -0.1
O -27.89129 -4.28674 -10.14656 0.0 -0.4 0.3
F -29.75714 -6.44845 -8.85187 0.0 -0.2 0.2
H -26.87254 -6.10779 -10.35287 -0.2 0.1 -0.4
H -27.42524 -5.73117 -8.74290 0.0 0.2 0.0
H -28.97269 -7.29237 -10.50846 -0.5 0.1 -0.1
C -37.43657 -11.40794 -10.02594 -0.4 -0.6 0.0
C -36.33419 -10.96105 -9.34857 1.4 0.6 0.4
C -35.67367 -11.75391 -8.42490 -0.7 -0.4 0.6
C -36.19651 -13.01171 -8.11044 0.7 -0.2 -0.5
C -37.31190 -13.49514 -8.79123 -0.8 0.8 -0.3
C -37.96754 -12.65229 -9.70169 0.4 0.4 -0.5
C -37.98055 -14.78477 -8.45776 -0.5 0.4 0.7
O -38.97134 -15.13021 -9.05904 0.0 -0.4 -0.2
C -37.49859 -15.49826 -7.23747 0.1 0.6 -0.5
C -38.22360 -16.55163 -6.69122 0.8 -1.2 -0.9
C -37.62758 -17.32057 -5.70977 -0.4 0.7 1.3
C -36.51291 -16.83492 -5.01073 0.1 -0.5 -0.8
C -35.81772 -15.76079 -5.52796 -0.1 0.4 -0.5
C -36.28795 -15.09482 -6.68476 0.3 -0.7 1.5
C -35.51809 -13.88912 -7.10470 -1.1 0.1 -0.5
O -34.46959 -13.59433 -6.59683 0.7 0.2 0.2
H -37.88501 -10.80827 -10.80694 -0.2 0.1 0.2
H -35.91597 -9.97243 -9.49618 -0.2 0.0 -0.3
H -34.84160 -11.37350 -7.84830 0.1 -0.1 -0.1
H -38.89316 -12.89075 -10.20609 0.1 -0.7 0.2
H -39.09173 -16.95080 -7.19866 -0.2 0.4 0.0
H -38.09595 -18.22371 -5.33907 -0.1 0.0 -0.1
H -36.17282 -17.38106 -4.14190 0.2 0.1 0.0
H -34.89257 -15.39384 -5.10548 -0.1 0.0 0.2
C -32.18661 -8.99744 -11.08216 -0.2 -0.5 0.8
Br -32.92115 -10.43138 -12.13883 0.0 0.3 0.0
Br -30.48407 -9.60009 -10.33667 -0.5 0.3 0.0
Br -33.48994 -8.50690 -9.66960 0.9 0.0 -0.7
H -31.96959 -8.12719 -11.68751 -0.2 0.0 0.0
C -28.58480 -8.29721 -14.72568 0.4 1.7 0.2
Br -28.20906 -6.97702 -16.15648 -0.4 -0.7 0.5
Br -30.32602 -7.94213 -13.91769 0.6 -0.2 -0.5
Br -27.20167 -8.03685 -13.36045 -0.3 -0.4 -0.3
H -28.49238 -9.27470 -15.17670 -0.2 -0.1 0.2
C -34.17340 -5.69270 -12.61678 0.5 0.2 -0.5
Br -34.10638 -6.63493 -14.30871 0.0 -0.3 0.2
Br -35.76167 -4.65220 -12.52025 -0.3 0.3 0.1
Br -32.55689 -4.61495 -12.47266 -0.4 -0.3 0.3
H -34.22429 -6.41045 -11.80881 0.2 0.0 0.0
C -33.44093 -11.05014 -15.82496 -0.3 -0.3 0.2
Br -34.47473 -9.69720 -16.69291 0.3 0.5 -0.5
Br -31.50767 -10.83018 -15.73760 -0.7 -0.1 -0.5
Br -33.99324 -12.79388 -16.52511 0.4 0.5 0.5
H -33.78569 -10.89707 -14.81174 0.2 -0.7 0.1
```
Positions in Å, forces in eV/Å.

## Properties
Lowest unoccupied orbital energy ... -0.0402 hartree
E ... -887503.4092 eV
ΔE to the lowest compared entry with this formula, charge and spin ... 28.9 kJ/mol
Net charge ... 0
Orbital gap ... 0.321 Ha
Highest occupied orbital energy ... -9.83 eV
Multiplicity ... 1
Maximum force ... 2.4 eV/A

Atomic partial charges in e from the Löwdin method, atoms 1 to 5: number 1, C, carries -0.104; number 2, C, carries -0.334; number 3, O, carries 0.124; number 4, C, carries -0.536; number 5, O, carries 0.207


2.
Below is C6H15NO in the gas phase at a distorted geometry, with properties calculated with the ωB97M-V functional and the def2-TZVPD basis.

```
23
Properties=species:S:1:pos:R:3:forces:R:3
C -0.30607 -0.32756 1.12708 0.3 -2.0 2.4
N 0.65439 0.17065 2.13133 1.3 3.2 -1.0
C 0.03903 0.84049 3.25749 3.5 -3.8 2.2
O -0.06887 -0.25822 4.28540 -1.4 3.6 1.3
C 0.28652 -0.39325 -0.23689 4.3 0.2 1.7
C -0.39688 0.48832 -1.12558 -2.3 1.4 -3.8
C -0.73286 -0.21354 -2.46752 4.5 1.5 0.3
C 0.61596 -0.35599 -3.31562 -1.2 3.1 0.5
H -0.64768 -1.35243 1.56989 0.8 1.2 -1.1
H -1.28005 0.14266 1.01473 0.1 1.0 0.7
H 1.50398 0.76752 1.75986 -2.6 -1.7 0.5
H -0.93126 1.16019 3.10083 -1.8 1.2 -0.4
H 0.75862 1.49404 3.80031 -0.8 0.2 -1.0
H 0.13255 -1.04822 3.87422 0.8 -2.4 -1.6
H 0.27023 -1.41083 -0.48013 0.0 -1.4 -1.2
H 1.43325 -0.08209 -0.29048 -2.1 -0.9 0.8
H -1.35591 0.72741 -0.70181 -0.5 0.4 0.1
H 0.07967 1.47957 -1.35536 -0.1 -1.0 0.3
H -1.53903 0.22656 -2.90577 -1.6 2.5 -2.1
H -1.21375 -1.09423 -2.37036 -0.7 -3.8 1.3
H 0.63818 0.60407 -4.00123 0.7 -1.4 1.8
H 0.56719 -1.07284 -4.07954 0.1 -1.6 -0.6
H 1.49280 -0.49227 -2.59087 -1.1 0.3 -1.5
```
Positions in Å, forces in eV/Å.

## Properties
Lowest unoccupied orbital energy ... 0.0378 hartree
E ... -9999.9261 eV
ΔE to the lowest compared entry with this formula, charge and spin ... 369.6 kJ/mol
Net charge ... 0
Orbital gap ... 0.372 Ha
Highest occupied orbital energy ... -9.08 eV
Multiplicity ... 1
Maximum force ... 5.6 eV/A

Atomic partial charges in e from the Löwdin method, atoms 1 to 5: number 1, C, carries -0.240; number 2, N, carries -0.077; number 3, C, carries -0.214; number 4, O, carries -0.095; number 5, C, carries -0.261


3.
Below is 7 unconnected molecules or ions with the total composition C24H47BBr12N4O7P at a distorted geometry, with properties calculated with the ωB97M-V functional and the def2-TZVPD basis.

```
96
Properties=species:S:1:pos:R:3:forces:R:3
C -0.84807 1.98786 -4.61750 0.2 -0.4 0.3
C -0.72967 2.09242 -3.03184 -0.2 -0.4 -0.8
P -0.42871 0.32063 -2.43940 -0.8 -0.5 -0.7
C -1.96437 -0.03089 -1.37576 0.2 1.0 -0.4
N 0.99380 0.17522 -1.43530 0.0 0.9 0.5
B 1.21875 1.19840 -0.44851 -0.1 0.6 1.1
O 2.43119 1.48670 0.22573 -0.8 -0.2 -1.0
N 0.03335 2.01119 0.02299 0.4 0.2 -0.1
C -0.28781 1.62333 1.40827 0.1 -0.2 0.1
C 0.33899 3.44889 -0.00479 -0.5 0.6 0.1
C 2.20834 -0.32580 -2.14144 -0.6 -0.3 -0.8
C 1.84958 -1.39404 -3.25774 0.4 -0.3 0.1
O 1.58526 -0.87858 -4.57627 -0.9 -0.3 0.4
N 2.69237 -0.91977 -5.38974 -0.1 -0.9 -0.1
O 2.42182 -1.53287 -6.36339 0.4 0.6 -0.3
C 2.86723 0.99765 -2.72254 1.1 2.5 -1.6
O 3.92121 1.44071 -2.24401 0.8 -1.4 1.5
O 2.29123 1.67143 -3.62574 -1.5 -1.9 0.6
N 3.02981 -1.01196 -1.13479 0.4 -0.2 -1.2
C 4.33995 -1.40988 -1.48125 1.0 0.2 -0.1
C 5.08040 -1.23638 -2.82433 -0.5 0.0 -0.4
O 4.95819 -2.00461 -0.62949 0.3 -0.4 0.6
C 2.39308 -2.12672 -0.45538 -1.1 -0.2 2.6
C 1.80373 -1.99800 0.99519 1.3 1.3 -0.7
O 2.33481 -3.22740 -0.90779 0.2 -0.7 -1.4
H -1.84230 2.31934 -4.98897 0.7 0.1 0.2
H -0.73793 0.91843 -4.92656 0.0 0.8 0.2
H -0.01285 2.53629 -5.10080 -0.6 -0.2 0.3
H 0.12013 2.75694 -2.79211 -0.6 -0.4 0.0
H -1.70132 2.46213 -2.62677 0.8 -0.1 0.0
H -2.42595 0.95043 -1.10852 0.4 -0.8 0.3
H -1.72432 -0.64557 -0.48701 -0.3 0.3 -0.5
H -2.68771 -0.51686 -2.07159 0.6 0.0 0.6
H 2.81561 2.27988 -0.18336 0.4 -0.5 0.1
H -1.07495 2.28950 1.82672 0.4 -0.6 -0.5
H -0.63108 0.56091 1.40605 0.1 0.7 0.2
H 0.60225 1.72171 2.08442 -0.6 -0.2 -0.3
H -0.49312 3.97074 0.53399 0.6 -0.3 -0.4
H 0.36262 3.89138 -1.02344 0.1 -0.6 0.4
H 1.28121 3.75600 0.52872 -0.7 -0.6 -0.8
H 0.96000 -2.00818 -2.98674 0.5 0.8 -0.1
H 2.65835 -2.15442 -3.39173 -0.3 0.8 0.5
H 6.05336 -0.73618 -2.63211 -0.9 -0.1 -0.1
H 5.32900 -2.26259 -3.18773 -0.3 0.6 0.4
H 4.50980 -0.73931 -3.62898 0.5 0.0 0.6
H 1.72171 -2.99626 1.45881 -0.2 0.5 -0.6
H 0.84356 -1.44831 0.95501 0.5 -0.3 0.2
H 2.55155 -1.41353 1.58731 -0.8 -0.2 -0.3
Br -2.05367 3.61132 3.98591 0.0 0.0 0.2
C -0.66890 4.68054 4.83808 -0.3 0.0 0.1
C -0.02769 5.61841 3.85611 0.6 0.1 0.0
Br 1.22235 4.69000 2.68317 -0.1 0.5 0.9
H 0.03338 3.98736 5.29454 0.0 0.0 -0.1
H -1.18225 5.23780 5.61941 0.0 0.0 0.0
H 0.57284 6.36334 4.37714 -0.1 0.0 0.1
H -0.74751 6.12070 3.21489 0.0 -0.1 0.1
Br -2.01057 -0.80162 6.70414 -0.1 0.0 0.0
C -3.41826 -0.08616 7.84960 0.1 -0.3 -0.2
C -3.70344 1.36284 7.56363 -0.1 0.2 0.2
Br -2.33260 2.52164 8.32168 -0.1 0.1 -0.1
H -3.10668 -0.26259 8.87612 0.0 0.1 0.0
H -4.29335 -0.69644 7.62863 0.0 0.1 0.0
H -4.63108 1.67023 8.04568 0.0 -0.1 0.0
H -3.75772 1.58937 6.50277 0.1 -0.1 0.0
Br -0.87972 -5.34865 5.50865 0.0 0.1 0.1
C -2.04889 -4.21517 4.43876 -0.1 -0.3 0.0
C -1.34025 -3.69139 3.21694 0.0 0.3 0.0
Br -0.12359 -2.24419 3.67313 -0.1 -0.1 0.2
H -2.41171 -3.42685 5.09375 0.1 0.0 -0.1
H -2.88127 -4.85730 4.15212 0.1 0.0 0.0
H -2.05443 -3.25462 2.51964 0.0 -0.1 0.1
H -0.75392 -4.44850 2.70220 -0.1 0.0 0.1
Br 0.62476 0.92534 8.76125 0.2 -0.1 0.1
C 2.46873 0.30765 8.64709 -0.1 0.3 0.0
C 2.77080 -0.25760 7.28321 0.1 -0.3 0.0
Br 2.01106 -2.03774 7.07013 -0.1 0.1 0.0
H 2.61464 -0.40936 9.45060 0.0 0.0 -0.1
H 3.07735 1.19092 8.83885 0.0 -0.1 -0.1
H 3.84426 -0.38813 7.15267 0.0 0.0 0.0
H 2.38171 0.35229 6.47163 0.0 0.0 0.1
Br -3.54858 1.77384 -9.06950 0.0 0.0 0.0
C -3.03722 0.16128 -8.09800 -0.2 0.2 -0.3
C -4.18456 -0.37548 -7.28274 0.1 -0.1 0.3
Br -4.46534 0.67013 -5.66487 -0.1 0.0 -0.1
H -2.16678 0.41455 -7.49991 -0.1 0.1 0.1
H -2.75117 -0.55227 -8.86700 -0.1 0.1 0.0
H -3.96298 -1.38338 -6.93378 0.1 0.1 0.0
H -5.12736 -0.37953 -7.82371 0.1 0.1 0.0
Br -0.98445 -2.04115 -7.65763 0.3 -0.4 0.2
C -0.49527 -3.64812 -6.67495 0.0 -0.1 -0.3
C -1.66172 -4.15253 -5.86506 0.1 -0.1 0.3
Br -1.91657 -3.06084 -4.27694 -0.1 0.1 0.0
H 0.37560 -3.40045 -6.07188 -0.1 0.1 0.0
H -0.21003 -4.37517 -7.43488 -0.1 0.0 0.0
H -1.47029 -5.15973 -5.49656 0.1 0.0 -0.1
H -2.59979 -4.14466 -6.41454 0.1 0.0 0.0
```
Positions in Å, forces in eV/Å.

## Properties
Lowest unoccupied orbital energy ... 0.0594 hartree
E ... -896418.8828 eV
ΔE to the lowest compared entry with this formula, charge and spin ... 142.6 kJ/mol
Net charge ... -1
Orbital gap ... 0.240 Ha
Highest occupied orbital energy ... -4.90 eV
Multiplicity ... 1
Maximum force ... 3.1 eV/A

Atomic partial charges in e from the Löwdin method, atoms 1 to 5: number 1, C, carries -0.182; number 2, C, carries -0.358; number 3, P, carries 1.029; number 4, C, carries -0.262; number 5, N, carries -0.050


4.
Below is C3H4S2 in the gas phase at a distorted geometry, with properties calculated with the ωB97M-V functional and the def2-TZVPD basis.

```
9
Properties=species:S:1:pos:R:3:forces:R:3
C 0.38725 0.34135 1.20419 -0.7 2.9 0.4
C -0.59971 1.28065 1.04536 2.3 -3.8 -0.4
C 0.17046 -0.88006 -1.24729 -1.5 1.5 2.4
S -1.88291 2.13120 1.06130 -0.5 0.7 0.0
S 1.25926 -0.93504 0.28109 -1.9 1.4 -0.6
H 0.98024 0.78696 2.02743 0.1 -0.8 -0.1
H 0.12600 0.17787 -1.68184 0.5 -1.9 0.1
H -0.87169 -1.15419 -0.92145 0.9 0.6 0.0
H 0.43110 -1.74875 -1.76878 0.9 -0.6 -1.6
```
Positions in Å, forces in eV/Å.

## Properties
Lowest unoccupied orbital energy ... -0.0095 hartree
E ... -24843.9306 eV
ΔE to the lowest compared entry with this formula, charge and spin ... 165.1 kJ/mol
Net charge ... 0
Orbital gap ... 0.276 Ha
Highest occupied orbital energy ... -7.77 eV
Multiplicity ... 1
Maximum force ... 4.5 eV/A

Atomic partial charges in e from the Löwdin method, atoms 1 to 5: number 1, C, carries -0.540; number 2, C, carries -0.783; number 3, C, carries -0.378; number 4, S, carries 0.748; number 5, S, carries 0.779